Arrangement a

Here is one molecule with the formula C6H10S from the OMol25 dataset. Energies are from ωB97M-V/def2-TZVPD.

The multiplicity is 1. As for the net charge: 0. The value obtained for the orbital gap is 7.6 eV. As for the LUMO energy: -0.66 eV.

Each line ends with the Löwdin charge.
Atoms and positions in Å:
1 C 1.091 -1.440 -0.999  -0.07
2 C 1.047 -0.119 -0.129  -0.24
3 C -0.260 0.596 0.010  -0.30
4 C -0.454 1.722 -0.941  -0.05
5 C -1.190 0.276 0.924  -0.16
6 C -1.187 -0.679 1.993  -0.59
7 S 0.072 -1.625 2.534  0.66
8 H 0.391 -2.181 -0.669  0.05
9 H 2.136 -1.823 -0.971  0.08
10 H 1.044 -1.150 -2.040  0.06
11 H 1.816 0.577 -0.528  0.11
12 H 1.279 -0.379 0.964  0.04
13 H -1.437 2.032 -0.844  0.04
14 H -0.217 1.446 -2.005  0.11
15 H 0.130 2.615 -0.714  0.10
16 H -2.129 0.853 0.844  0.11
17 H -2.133 -0.724 2.570  0.05

Arrangement b

Here is a 3-piece molecular cluster, C6H10S overall from the OMol25 dataset. Energies are from ωB97M-V/def2-TZVPD.

The multiplicity is 1. As for the net charge: 0. The value obtained for the orbital gap is 9.3 eV. As for the LUMO energy: 0.92 eV.

Each line ends with the Löwdin charge.
Atoms and positions in Å:
1 C -1.511 0.925 0.084  -0.56
2 C -2.105 2.109 0.041  -0.03
3 C 0.232 0.617 0.176  -0.01
4 C 0.578 -1.851 -0.060  -0.24
5 C -0.914 -1.911 0.443  -0.39
6 C 1.157 -0.491 0.091  -0.09
7 S -2.166 -0.662 -0.308  0.88
8 H -3.137 2.237 0.101  0.04
9 H -1.678 3.025 -0.047  0.03
10 H 3.615 2.109 -1.627  0.03
11 H 0.805 1.484 0.304  0.03
12 H 1.047 -2.484 0.619  0.09
13 H 0.501 -2.125 -1.042  0.08
14 H -1.278 -2.841 0.328  0.01
15 H -0.774 -1.905 1.569  0.11
16 H 2.119 -0.134 0.107  0.04
17 H 3.506 1.899 -0.778  0.01

Computed energies relative to the best structure, in kcal/mol: arrangement a 0.0; arrangement b 83.2

Arrangement a

Here is one molecule with the formula C3H4FN3 from the OMol25 dataset. Energies are from ωB97M-V/def2-TZVPD.

The multiplicity is 1. As for the net charge: 0. The value obtained for the orbital gap (alpha / beta) is 7.5 / 9.2 eV. As for the LUMO energy (alpha / beta): -0.25 / -0.13 eV.

Each line ends with the Löwdin charge.
Atoms and positions in Å:
1 C 0.262 0.249 0.236  -0.06
2 C 0.068 1.581 0.341  -0.15
3 C -0.825 -0.718 -0.086  -0.27
4 N -1.108 2.086 -0.089  -0.07
5 N -2.195 1.719 -0.221  0.20
6 N -2.047 -0.421 0.601  0.00
7 F -3.088 -1.034 -0.087  -0.11
8 H 1.255 -0.151 0.379  0.10
9 H 0.828 2.302 0.587  0.10
10 H -0.986 -0.694 -1.181  0.13
11 H -0.507 -1.739 0.158  0.12

Arrangement b

Here is one molecule with the formula C3H4FN3 from the OMol25 dataset. Energies are from ωB97M-V/def2-TZVPD.

The multiplicity is 1. As for the net charge: 0. The value obtained for the orbital gap is 11.0 eV. As for the LUMO energy: 0.80 eV.

Each line ends with the Löwdin charge.
Atoms and positions in Å:
1 F -2.564 0.451 0.582  -0.07
2 C -1.798 -0.438 -0.145  -0.12
3 C -0.297 -0.038 0.014  -0.34
4 N 0.584 -0.977 0.381  0.12
5 C 1.730 -0.376 0.304  -0.16
6 N 1.510 0.864 -0.182  -0.01
7 N 0.233 1.085 -0.420  0.11
8 H -2.309 -1.317 0.271  0.13
9 H -1.941 -0.274 -1.187  0.09
10 H 2.644 -0.596 0.659  0.09
11 H 2.207 1.617 -0.276  0.17

Computed energies relative to the best structure, in kcal/mol: arrangement a 109.0; arrangement b 0.0

Arrangement a

Here is one molecule with the formula C6H6N2O2 from the OMol25 dataset. Energies are from ωB97M-V/def2-TZVPD.

The multiplicity is 1. As for the net charge: 0. The value obtained for the orbital gap is 8.4 eV. As for the LUMO energy: -0.44 eV.

Each line ends with the Löwdin charge.
Atoms and positions in Å:
1 N -1.950 0.211 -1.278  0.03
2 C -0.711 -0.070 -0.612  -0.27
3 C -0.166 -1.367 -0.687  -0.02
4 C 0.922 -1.824 0.160  -0.16
5 C 1.632 -1.041 0.806  -0.14
6 C 1.298 0.369 0.701  0.02
7 C 0.189 0.770 0.062  -0.12
8 N -0.175 2.197 0.347  -0.32
9 O 0.529 2.886 1.024  0.07
10 O -1.355 2.585 0.217  0.03
11 H -2.862 -0.554 -0.999  0.20
12 H -2.263 1.266 -1.162  0.11
13 H -0.547 -2.218 -1.293  0.11
14 H 0.948 -3.027 0.508  0.18
15 H 2.582 -1.436 1.094  0.11
16 H 1.930 1.252 1.113  0.16

Arrangement b

Here is C6H6N2O2 as an isolated structure from the OMol25 dataset. Energies are from ωB97M-V/def2-TZVPD.

The multiplicity is 1. As for the net charge: 0. The value obtained for the orbital gap is 8.9 eV. As for the LUMO energy: -0.33 eV.

Each line ends with the Löwdin charge.
Atoms and positions in Å:
1 C -3.151 -0.340 0.265  -0.15
2 C -0.984 0.371 -0.333  -0.48
3 C 0.466 0.166 -0.186  -0.14
4 C 1.251 1.348 0.118  -0.03
5 C 3.001 -0.018 -0.078  -0.10
6 C 2.250 -1.339 -0.036  -0.04
7 H -2.949 1.039 0.626  0.18
8 H -3.896 -0.509 -0.942  0.16
9 H -3.841 -1.075 1.299  0.16
10 H 0.856 2.254 0.537  0.12
11 H 3.926 -0.351 -0.341  0.06
12 H 2.763 -2.290 -0.190  0.11
13 N 2.544 1.160 0.200  0.08
14 N 0.982 -1.108 -0.347  0.12
15 O -1.795 -0.744 -0.038  -0.15
16 O -1.422 1.435 -0.554  0.10

Computed energies relative to the best structure, in kcal/mol: arrangement a 0.0; arrangement b 4.1

Arrangement a

Here is one molecule with the formula C6H6N2O2 from the OMol25 dataset. Energies are from ωB97M-V/def2-TZVPD.

The multiplicity is 1. As for the net charge: 0. The value obtained for the orbital gap is 8.3 eV. As for the LUMO energy: 0.44 eV.

Each line ends with the Löwdin charge.
Atoms and positions in Å:
1 C 1.679 2.204 0.301  -0.05
2 C 0.497 1.322 0.336  -0.35
3 C -0.140 1.278 1.477  -0.12
4 O -0.566 1.462 2.545  0.19
5 N 0.028 0.603 -0.781  0.09
6 C -0.473 -0.658 -0.868  -0.43
7 O -0.844 -0.897 -2.141  0.05
8 C -0.588 -1.553 0.064  0.00
9 C -1.084 -2.665 0.358  -0.24
10 N -1.628 -3.717 0.690  0.10
11 H 2.768 1.725 0.241  0.12
12 H 1.606 2.471 -0.793  0.08
13 H 1.611 3.085 0.986  0.10
14 H -0.055 1.191 -1.676  0.19
15 H -1.526 -1.674 -2.273  0.19
16 H -1.285 -4.176 1.533  0.07

Arrangement b

Here is one molecule with the formula C6H6N2O2 from the OMol25 dataset. Energies are from ωB97M-V/def2-TZVPD.

The multiplicity is 1. As for the net charge: 0. The value obtained for the orbital gap is 8.7 eV. As for the LUMO energy: 0.33 eV.

Each line ends with the Löwdin charge.
Atoms and positions in Å:
1 O 1.814 -1.321 -0.446  0.04
2 C 2.250 -0.226 -0.032  -0.48
3 O 3.406 -0.096 0.533  0.16
4 C 1.571 1.099 -0.231  -0.02
5 C 0.321 1.468 -0.203  0.05
6 C -0.929 0.546 -0.049  -0.34
7 N -2.129 1.002 0.115  0.08
8 C -2.916 -0.086 0.191  -0.17
9 C -2.154 -1.245 0.013  -0.12
10 N -0.914 -0.791 -0.148  0.08
11 H 3.890 -0.906 0.728  0.14
12 H 2.196 1.757 -0.664  0.08
13 H 0.225 2.501 -0.219  0.09
14 H -4.025 -0.054 0.552  0.13
15 H -2.600 -2.206 0.113  0.10
16 H -0.006 -1.443 -0.252  0.19

Computed energies relative to the best structure, in kcal/mol: arrangement a 73.8; arrangement b 0.0

Arrangement a

Here is C3H8N3 as an isolated structure from the OMol25 dataset. Energies are from ωB97M-V/def2-TZVPD.

The multiplicity is 1. As for the net charge: +1. The value obtained for the orbital gap (alpha / beta) is 7.0 / 7.4 eV. As for the LUMO energy (alpha / beta): -5.15 / -4.34 eV.

Each line ends with the Löwdin charge.
Atoms and positions in Å:
1 C 3.527 -1.453 2.452  -0.35
2 C 0.400 -1.197 -0.072  0.13
3 C 3.264 -1.930 1.348  0.07
4 N 3.591 -0.863 3.552  0.14
5 N 0.172 0.001 -0.256  0.03
6 N -1.870 1.354 -0.821  0.21
7 H -0.327 -1.936 0.222  0.08
8 H 3.500 -2.742 0.599  0.06
9 H 4.012 0.082 3.741  0.10
10 H -1.008 0.666 -0.413  0.03
11 H 0.956 0.557 -0.497  0.09
12 H -1.201 1.993 -1.204  0.11
13 H -2.357 1.643 -0.008  0.11
14 H -2.507 0.873 -1.521  0.17

Arrangement b

Here is an isolated ion of composition C3H8N3 and charge +1 from the OMol25 dataset. Energies are from ωB97M-V/def2-TZVPD.

The multiplicity is 1. As for the net charge: +1. The value obtained for the orbital gap is 10.9 eV. As for the LUMO energy: -3.89 eV.

Each line ends with the Löwdin charge.
Atoms and positions in Å:
1 H -0.610 -2.936 0.156  0.13
2 N -0.040 -2.174 0.482  0.30
3 C 0.083 -0.989 0.470  -0.13
4 N -1.066 0.008 -0.467  0.04
5 C -0.644 1.074 0.385  -0.12
6 C 0.743 0.316 0.562  -0.37
7 N 1.469 0.634 -0.573  0.09
8 H -1.934 -0.455 -0.366  0.13
9 H -0.918 0.395 -1.482  0.20
10 H -1.156 1.121 1.413  0.16
11 H -0.572 2.153 -0.109  0.18
12 H 1.339 0.348 1.503  0.17
13 H 2.325 0.084 -0.533  0.12
14 H 0.980 0.420 -1.442  0.10

Computed energies relative to the best structure, in kcal/mol: arrangement a 78.7; arrangement b 0.0

Arrangement a

Here is an isolated ion of composition C3H8N3 and charge +1 from the OMol25 dataset. Energies are from ωB97M-V/def2-TZVPD.

The multiplicity is 1. As for the net charge: +1. The value obtained for the orbital gap is 10.8 eV. As for the LUMO energy: -3.42 eV.

Each line ends with the Löwdin charge.
Atoms and positions in Å:
1 C 1.431 0.638 0.314  0.01
2 N 0.269 0.487 -0.512  -0.18
3 C -0.437 -0.878 -0.348  -0.03
4 N -1.789 -0.495 0.103  0.07
5 C -1.847 0.842 0.153  -0.05
6 N -0.662 1.451 -0.162  0.06
7 H 1.922 1.566 0.045  0.13
8 H 1.252 0.445 1.320  0.10
9 H 2.004 -0.212 0.227  0.08
10 H 0.321 0.692 -1.572  0.24
11 H 0.234 -1.441 0.357  0.14
12 H -0.548 -1.469 -1.349  0.17
13 H -2.397 -1.090 0.611  0.15
14 H -2.664 1.359 0.428  0.11

Arrangement b

Here is a 2-piece molecular cluster, C3H8N3 overall from the OMol25 dataset. Energies are from ωB97M-V/def2-TZVPD.

The multiplicity is 1. As for the net charge: +1. The value obtained for the orbital gap (alpha / beta) is 9.1 / 8.9 eV. As for the LUMO energy (alpha / beta): -5.30 / -6.73 eV.

Each line ends with the Löwdin charge.
Atoms and positions in Å:
1 C 1.034 -0.044 -0.200  -0.32
2 C 0.113 0.381 0.942  -0.02
3 C -1.223 -0.346 0.482  -0.11
4 N 0.370 -0.607 -1.181  0.13
5 N 2.350 0.087 -0.183  0.26
6 N -0.934 -0.651 -0.915  0.02
7 H 0.308 0.046 2.015  0.16
8 H 0.098 1.403 0.885  0.09
9 H -1.246 -1.180 1.094  0.10
10 H -2.204 0.236 0.446  0.13
11 H 2.697 0.278 0.728  0.14
12 H 2.680 -0.435 -0.959  0.14
13 H -1.539 -0.251 -1.636  0.07
14 H -2.505 1.082 -1.517  0.21

Computed energies relative to the best structure, in kcal/mol: arrangement a 0.0; arrangement b 58.2